C33H52AuGeN4SSi2 | the ωB97M-V functional and the def2-TZVPD basis

Results
HOMO   -4.8 eV
Total charge   -1
Orbital gap   0.259 Ha

CARTESIAN COORDINATES (ANGSTROEM)
Au 0.89082 -0.66769 -0.16934
C -5.28585 0.06747 -4.17386
Si -3.48850 -0.07599 -3.62173
C -2.72910 1.62254 -3.91393
C -2.65678 -1.33573 -4.72819
C -3.48733 -0.58573 -1.81770
C -4.69266 -0.78953 -1.16099
C -4.72427 -1.16472 0.17834
C -3.50935 -1.33711 0.81347
N -2.33094 -1.15591 0.22571
C -2.29943 -0.77305 -1.05650
S -0.75627 -0.49224 -1.82851
H -5.31602 0.36051 -5.22655
H -5.82952 0.82478 -3.60434
H -5.82443 -0.87769 -4.08036
H -2.92931 1.91648 -4.94932
H -1.65234 1.58500 -3.74468
H -3.17441 2.35953 -3.23882
H -2.71464 -1.02970 -5.77627
H -3.14602 -2.30749 -4.63043
H -1.60987 -1.45416 -4.45199
H -5.62672 -0.65453 -1.69414
H -5.65520 -1.32298 0.70579
H -3.46997 -1.64178 1.85608
C -0.00481 -0.25966 3.07436
Si 1.50166 -1.37625 2.83732
C 0.82269 -3.18768 2.80240
C 1.82837 -4.23888 3.28143
C 0.39165 -3.56321 1.37926
C -0.42324 -3.28909 3.69625
C 2.59608 -1.06227 4.40911
C 3.96342 -1.74749 4.32749
C 2.85205 0.45066 4.48960
C 1.91159 -1.48516 5.71249
H -0.44682 -0.33095 4.07215
H -0.76719 -0.51189 2.33163
H 0.27679 0.78117 2.89647
H 2.75361 -4.21695 2.70591
H 1.39194 -5.23922 3.16386
H 2.08302 -4.11962 4.33572
H 1.23609 -3.56582 0.68557
H -0.35717 -2.87267 0.98140
H -0.04430 -4.57138 1.38431
H -0.22033 -3.00970 4.73284
H -0.79083 -4.32303 3.69696
H -1.22974 -2.65317 3.32847
H 4.50081 -1.45264 3.42504
H 3.88680 -2.83565 4.33040
H 4.58125 -1.45755 5.18768
H 3.36691 0.82100 3.60011
H 3.48723 0.67364 5.35631
H 1.92477 1.01611 4.60304
H 1.76769 -2.56482 5.77608
H 0.93441 -1.01028 5.82978
H 2.52731 -1.18681 6.57137
C 5.49811 -0.29895 0.90026
Ge 3.98469 -1.49447 0.46613
C 3.88699 -1.48923 -1.49691
C 4.55037 -3.32549 0.93645
C 2.37058 -0.80551 1.30195
H 6.41151 -0.63207 0.40296
H 5.68720 -0.24638 1.97343
H 5.26535 0.70796 0.54749
H 4.84732 -1.78341 -1.92983
H 3.62626 -0.48817 -1.84453
H 3.11479 -2.17775 -1.84339
H 5.46218 -3.55061 0.37789
H 3.79267 -4.05759 0.65174
H 4.76306 -3.43862 1.99934
H 2.63342 0.23926 1.53042
N -1.21899 4.52308 -4.77063
C -1.70561 5.46898 -5.64294
C -2.96710 5.68968 -6.18511
C -3.09610 6.76665 -7.04193
C -2.00552 7.59642 -7.34498
C -0.75497 7.36846 -6.80369
C -0.60274 6.28328 -5.94246
N 0.52348 5.82581 -5.27925
C 0.11632 4.78630 -4.60234
C 0.95032 3.93011 -3.74631
C 2.30093 3.76736 -4.01875
C 3.03296 2.90109 -3.22371
N 2.51858 2.21205 -2.20165
C 1.23047 2.40811 -1.92684
C 0.40951 3.24571 -2.66894
H -1.69416 3.69625 -4.44251
H -3.80809 5.05111 -5.94771
H -4.05975 6.97660 -7.48808
H -2.15209 8.43073 -8.01897
H 0.08937 8.00400 -7.03546
H 2.75486 4.29672 -4.84512
H 4.08483 2.73307 -3.42789
H 0.83217 1.85289 -1.08753
H -0.63094 3.35691 -2.39031

Forces on the atoms, in the same order (eV/Å):
-0.180 -0.073 -0.014
0.017 0.017 -0.010
0.028 -0.053 -0.030
-0.020 -0.030 0.005
-0.019 0.012 0.014
-0.011 0.053 0.039
0.028 -0.012 0.023
0.006 -0.016 -0.002
-0.010 -0.019 -0.041
0.060 0.039 0.036
0.005 -0.016 -0.021
-0.091 0.014 -0.076
-0.004 0.000 -0.005
-0.006 0.005 0.003
0.004 -0.015 0.004
-0.011 0.026 -0.016
0.003 -0.032 0.017
-0.002 0.006 -0.007
-0.006 0.003 0.002
-0.005 -0.007 -0.007
0.008 -0.004 -0.005
-0.021 0.004 -0.002
-0.004 0.000 -0.001
-0.003 0.004 0.008
-0.004 0.015 -0.008
0.028 -0.015 0.024
-0.008 0.009 0.004
0.006 -0.019 -0.007
0.005 0.020 -0.012
0.006 0.007 0.007
0.015 -0.002 -0.012
-0.016 -0.021 -0.017
-0.010 -0.011 -0.012
-0.018 0.020 0.005
-0.010 -0.002 0.002
-0.004 -0.009 0.004
0.007 0.002 -0.003
0.005 0.000 -0.001
0.002 -0.004 0.002
0.004 0.004 0.012
-0.005 0.000 0.010
0.008 -0.018 0.006
-0.004 -0.007 0.002
-0.004 -0.002 -0.010
0.003 -0.007 -0.001
-0.008 0.010 -0.001
0.004 -0.002 -0.007
0.000 0.011 -0.004
0.000 0.003 0.009
-0.004 -0.003 -0.002
0.002 0.005 0.010
0.000 -0.002 0.001
0.006 -0.010 -0.007
0.001 -0.002 0.005
0.000 0.000 0.007
-0.027 -0.005 0.000
0.013 0.019 0.028
0.024 0.005 0.019
0.001 -0.004 -0.027
0.080 0.001 0.063
0.008 -0.008 0.003
0.010 -0.003 0.002
-0.005 0.001 -0.004
-0.005 -0.001 -0.009
-0.003 0.007 -0.005
-0.002 -0.007 -0.002
0.001 -0.011 0.002
-0.003 0.008 0.004
0.000 0.007 0.009
-0.001 0.009 -0.016
0.055 0.022 0.018
-0.011 0.005 -0.007
0.002 0.000 -0.003
-0.010 -0.008 0.006
0.017 0.002 0.001
-0.014 0.004 -0.010
0.014 -0.014 0.005
0.032 0.006 0.017
-0.056 -0.043 -0.026
-0.105 0.078 -0.043
0.142 -0.021 -0.024
-0.099 -0.108 0.032
0.048 0.265 -0.084
0.134 -0.034 0.012
-0.010 -0.026 0.055
-0.030 -0.003 0.028
-0.004 0.001 -0.001
0.000 0.000 0.002
0.000 0.000 0.000
0.003 0.002 0.000
0.009 -0.007 0.003
0.014 0.010 0.005
-0.020 -0.002 0.016
0.022 -0.025 0.012

C24H35EuN9S2 | the ωB97M-V functional and the def2-TZVPD basis

Results
HOMO (alpha / beta)   -16.4 / -16.4 eV
Spin multiplicity   7
Total charge   +3
Expectation value of S²   12.0099
Orbital gap (alpha / beta)   0.272 / 0.276 Ha

CARTESIAN COORDINATES (ANGSTROEM)
Eu -0.19725 -0.19288 0.73234
C 3.74143 1.51859 2.68427
C 2.69930 0.87364 1.83501
N 1.52597 0.58037 2.26159
C 1.07301 0.91576 3.62261
C -0.37882 0.47084 3.86198
N -1.23758 0.85028 2.72009
C -2.62614 0.32183 2.71182
C -3.28271 0.56937 1.35017
N -2.64220 -0.24013 0.26705
C -2.80040 0.30806 -1.10980
C -1.81699 -0.31947 -2.10535
N -0.42422 -0.12289 -1.66108
C 0.62627 -0.15736 -2.39395
C 0.65478 -0.39136 -3.86888
C 1.94668 0.08302 -1.68219
C 3.16001 0.18799 -2.35035
C 4.29740 0.48878 -1.61259
C 4.20203 0.71077 -0.24344
C 2.96056 0.59064 0.36581
N 1.88174 0.25658 -0.35687
H 3.34161 2.45315 3.08620
H 4.65481 1.74931 2.14910
H 3.98914 0.88071 3.53517
H 1.15389 2.00026 3.75205
H 1.71758 0.45905 4.37822
H -0.74050 0.90011 4.80022
H -0.44346 -0.61259 3.97549
H -1.27477 1.86566 2.64384
H -3.23293 0.77553 3.50002
H -2.58327 -0.75140 2.93270
H -3.16282 1.61962 1.07607
H -4.35347 0.36495 1.40755
H -3.03976 -1.17787 0.28902
H -2.62271 1.38296 -1.04776
H -3.81903 0.16068 -1.47683
H -1.99859 0.11696 -3.09060
H -2.00191 -1.39425 -2.19515
H 1.28727 -1.25424 -4.09062
H 1.09414 0.46211 -4.38946
H -0.33500 -0.57595 -4.27568
H 3.22351 0.04246 -3.41880
H 5.25609 0.56855 -2.10679
H 5.08527 0.97027 0.32015
C -1.11906 5.70598 0.54670
N -1.04255 5.03533 -0.74995
C -0.74394 3.76599 -0.94135
N -0.77633 3.27351 -2.19089
S -0.36133 2.75240 0.38800
H -1.43292 6.72956 0.36583
H -0.14472 5.70606 1.03048
H -1.85367 5.21366 1.18027
H -1.23551 5.60515 -1.56199
H -0.92351 3.86407 -2.99565
H -0.38829 2.35961 -2.34189
N 0.58939 -2.35146 2.27881
C 0.20417 -3.23471 1.23619
N 0.03706 -2.70760 0.05560
C -0.30200 -3.72128 -0.85732
C -0.46961 -3.58684 -2.23606
C -0.81042 -4.70208 -2.97276
C -0.98145 -5.95166 -2.36453
C -0.79342 -6.11227 -1.00908
C -0.44381 -4.98354 -0.27004
S -0.07306 -4.90473 1.42529
H 1.60053 -2.23413 2.29183
H 0.30270 -2.68338 3.19482
H -0.30843 -2.64069 -2.72848
H -0.93855 -4.61868 -4.04306
H -1.24722 -6.80587 -2.97103
H -0.90198 -7.08091 -0.54213

Forces on the atoms, in the same order (eV/Å):
0.128 -0.565 0.227
-0.032 0.019 -0.026
-0.036 -0.041 -0.164
-0.108 0.016 -0.056
0.057 0.085 -0.043
-0.061 0.054 0.020
0.001 -0.053 -0.132
0.039 0.023 0.068
-0.029 -0.012 -0.117
0.158 0.080 0.003
-0.052 0.024 0.057
0.091 0.062 -0.143
0.000 0.081 -0.002
-0.006 0.012 0.095
0.011 -0.005 0.013
-0.074 0.047 -0.064
-0.050 -0.027 0.050
-0.054 -0.005 0.018
-0.024 -0.011 -0.018
-0.041 0.026 0.054
0.028 0.076 -0.032
0.021 -0.001 0.028
0.009 0.001 0.010
-0.006 -0.002 0.018
-0.020 -0.015 0.017
-0.002 0.023 0.000
0.072 0.016 -0.003
0.052 0.027 -0.016
-0.009 -0.029 0.012
-0.007 -0.015 -0.033
-0.012 0.016 -0.033
-0.021 -0.011 0.043
0.021 0.000 0.042
-0.004 0.026 -0.012
0.014 -0.026 -0.016
0.030 0.009 -0.034
-0.013 -0.004 0.030
-0.004 0.011 0.033
-0.006 -0.002 -0.017
0.001 0.016 -0.002
0.001 -0.005 -0.012
0.031 0.004 -0.008
0.016 0.003 -0.001
0.007 -0.006 -0.002
0.000 -0.002 -0.042
-0.008 0.015 -0.112
-0.064 -0.088 0.056
0.049 -0.050 -0.067
0.023 0.047 0.170
0.015 0.007 0.032
-0.025 0.000 0.037
0.030 0.011 0.032
0.005 -0.020 -0.001
0.003 0.028 0.020
-0.023 0.046 0.010
-0.090 0.077 -0.041
-0.029 0.338 0.016
-0.059 -0.210 -0.005
0.074 0.111 0.040
-0.024 -0.093 0.012
-0.002 -0.008 0.007
-0.005 -0.007 -0.042
0.014 0.085 0.023
-0.040 -0.113 -0.072
-0.003 -0.041 -0.021
-0.011 -0.057 0.085
0.046 -0.019 -0.006
0.009 0.043 0.017
-0.002 0.009 -0.016
-0.005 -0.013 -0.001
0.002 -0.015 0.019

CH6OP2 | the ωB97M-V functional and the def2-TZVPD basis

Results
HOMO   -9.3 eV
Orbital gap   0.370 Ha

CARTESIAN COORDINATES (ANGSTROEM)
O -0.06405 0.84825 -1.40910
C 0.22586 0.51431 -0.09363
P -1.52967 0.82160 0.94940
P 0.80147 -1.27647 0.16540
H 0.63961 0.78026 -2.03158
H 0.84877 1.20417 0.55016
H -0.66579 0.84354 2.12550
H -1.59909 -0.58212 1.06924
H 1.68137 -1.32906 -0.84507
H -0.33848 -1.82447 -0.48030

Forces on the atoms, in the same order (eV/Å):
-1.189 0.800 0.254
-1.056 -0.005 2.004
2.865 -0.914 -0.354
-1.695 0.943 1.857
1.173 -0.266 -0.320
-0.022 -0.418 -1.421
-0.827 0.147 -0.351
-0.664 -0.104 0.194
1.039 -0.114 -1.643
0.375 -0.068 -0.221

Energy relative to the best compared isomer or geometry (same formula, charge and spin) for every record listed, in sequence, given in kcal/mol: 14.20, 0.00, 49.73.
Maximum force for every record listed, in sequence, given in eV/Å: 0.3, 0.6, 3.0.
Electronic energy for every record listed, in sequence, given in eV: -127830.2840, -79847.7817, -21757.1071.